1.
{
  "formula": "C12H22N2O11P2PtSe2",
  "method": "ωB97M-V/def2-TZVPD",
  "total_charge": 2,
  "e_tot_ev": -190812.7510,
  "lumo_ev": -7.703,
  "e_homo_ha": -0.5814,
  "symbols": ["Pt", "C", "C", "N", "C", "C", "N", "C", "O", "O", "C", "O", "O", "H", "H", "H", "H", "H", "C", "Se", "C", "C", "Se", "C", "H", "H", "H", "H", "H", "H", "H", "H", "H", "H", "C", "C", "O", "P", "O", "O", "O", "P", "O", "O", "O", "H", "H", "H", "H", "H", "H", "H"],
  "coordinates": [[-0.524, -0.738, 0.524], [2.917, 1.146, 0.656], [1.596, 1.646, 1.108], [0.448, 0.979, 1.158], [-0.496, 1.782, 1.762], [0.080, 2.971, 2.067], [1.378, 2.858, 1.646], [-0.343, 4.253, 2.724], [-1.576, 4.328, 3.174], [0.474, 5.125, 2.802], [-1.804, 1.195, 2.093], [-2.675, 1.779, 2.675], [-1.890, -0.112, 1.793], [2.823, 0.129, 0.281], [3.616, 1.145, 1.493], [3.326, 1.781, -0.128], [2.045, 3.613, 1.772], [-2.089, 3.502, 3.046], [-2.019, -2.972, -1.768], [-2.103, -2.546, 0.112], [-1.035, -4.007, 0.850], [-0.603, -3.628, 2.249], [0.601, -2.075, 2.210], [0.085, -1.275, 3.898], [-1.016, -3.270, -2.055], [-2.337, -2.072, -2.289], [-2.740, -3.772, -1.923], [-0.197, -4.199, 0.181], [-1.678, -4.887, 0.882], [-0.041, -4.435, 2.717], [-1.445, -3.360, 2.887], [-0.993, -1.140, 3.922], [0.606, -0.324, 3.978], [0.426, -1.949, 4.681], [0.617, 0.958, -4.211], [0.561, 0.743, -2.696], [1.528, 1.566, -2.028], [1.188, -0.898, -2.260], [0.681, -2.002, -3.250], [2.739, -0.827, -2.460], [0.841, -1.394, -0.867], [-1.094, 1.258, -2.009], [-2.141, 0.951, -3.155], [-0.882, 2.666, -1.643], [-1.538, 0.257, -0.911], [1.633, 0.809, -4.580], [0.341, 1.991, -4.428], [-0.073, 0.303, -4.741], [1.077, 2.421, -1.876], [1.131, -2.071, -4.106], [3.103, 0.071, -2.375], [-2.530, 1.729, -3.579]],
  "lowdin_charge": [1.159, 0.030, -0.293, -0.016, -0.130, -0.024, 0.228, -0.453, 0.191, 0.166, -0.493, 0.169, -0.242, 0.071, 0.109, 0.099, 0.199, 0.097, -0.276, 1.143, -0.453, -0.450, 1.083, -0.277, 0.029, 0.043, 0.060, 0.091, 0.103, 0.100, 0.093, 0.049, 0.046, 0.060, -0.042, -0.563, -0.097, 0.538, -0.058, -0.043, -0.441, 0.390, -0.081, -0.229, -0.451, 0.100, 0.109, 0.092, 0.099, 0.134, 0.112, 0.122]
}

2.
{
  "formula": "C12H22N2O4",
  "method": "ωB97M-V/def2-TZVPD",
  "e_tot_ev": -23961.4591,
  "lumo_ev": 0.476,
  "e_homo_ha": -0.3366,
  "symbols": ["C", "C", "C", "C", "C", "C", "H", "H", "C", "C", "O", "N", "H", "N", "C", "O", "C", "H", "H", "C", "C", "O", "O", "H", "H", "H", "H", "H", "H", "H", "H", "H", "H", "H", "H", "H", "H", "H", "H", "H"],
  "coordinates": [[1.153, -1.061, -4.492], [2.248, -1.263, -3.525], [2.281, -0.400, -2.321], [1.130, -0.522, -1.437], [-0.199, 0.517, -1.671], [0.368, 1.992, -1.338], [-0.459, 2.666, -1.434], [0.966, 2.209, -2.085], [0.898, 2.039, 0.025], [0.103, 1.464, 1.220], [0.694, 0.380, 1.902], [-1.103, 1.823, 1.264], [-1.713, 2.607, 0.592], [-1.929, 1.224, 2.277], [-2.599, 0.040, 1.752], [-2.406, -0.152, 0.621], [-3.057, -0.611, 2.966], [-3.345, -0.073, 3.737], [-3.858, -1.546, 2.648], [-1.734, -1.636, 3.479], [-0.856, -0.880, 4.092], [-0.746, 0.249, 4.593], [0.433, -1.590, 4.315], [1.217, -0.919, 4.681], [-1.509, -2.443, 2.570], [-2.269, -2.417, 4.239], [-1.832, 1.531, 3.191], [1.982, 1.542, 0.189], [1.100, 3.258, 0.281], [-0.756, 0.160, -0.885], [-0.384, 0.266, -2.611], [0.707, -1.588, -1.678], [1.591, -0.503, -0.410], [2.232, 0.820, -2.903], [3.275, -0.364, -2.000], [2.449, -2.459, -3.204], [3.076, -1.187, -4.287], [1.415, -1.648, -5.337], [1.071, -0.104, -4.924], [0.367, -1.423, -4.092]],
  "lowdin_charge": [-0.132, -0.330, -0.282, -0.183, -0.046, -0.212, 0.092, 0.032, -0.160, -0.395, -0.089, 0.061, 0.284, 0.084, -0.495, 0.131, -0.017, 0.048, 0.188, -0.067, -0.542, 0.055, -0.060, 0.196, 0.210, 0.190, 0.095, 0.155, 0.173, 0.034, 0.037, 0.139, 0.101, 0.187, 0.080, 0.174, 0.110, 0.073, 0.080, 0.001]
}

3.
{
  "formula": "C12H22N2O6STi",
  "method": "ωB97M-V/def2-TZVPD",
  "e_tot_ev": -62020.1630,
  "lumo_ev": 0.089,
  "e_homo_ha": -0.2687,
  "symbols": ["Ti", "O", "C", "O", "C", "O", "C", "C", "O", "O", "H", "H", "H", "H", "H", "S", "C", "N", "C", "C", "C", "N", "H", "H", "H", "H", "H", "H", "H", "H", "C", "C", "C", "C", "O", "H", "H", "H", "H", "H", "H", "H", "H", "H"],
  "coordinates": [[0.080, -0.180, -0.202], [0.026, 0.105, 2.849], [-0.672, 0.098, 1.642], [-0.956, -1.108, 1.108], [-1.719, 1.158, 1.526], [-1.779, 1.413, 0.102], [-1.295, 2.694, -0.285], [0.234, 2.760, -0.417], [0.781, 3.830, -0.520], [0.811, 1.589, -0.468], [0.433, -0.765, 2.936], [-1.412, 2.056, 2.064], [-2.716, 0.852, 1.854], [-1.631, 3.466, 0.406], [-1.712, 2.909, -1.270], [2.267, -1.382, -0.080], [1.677, -2.992, -0.237], [0.568, -3.282, -0.897], [0.027, -4.630, -0.992], [1.167, -5.635, -0.975], [2.024, -5.392, 0.255], [2.384, -3.980, 0.321], [0.076, -2.509, -1.360], [-0.544, -4.696, -1.916], [-0.661, -4.811, -0.161], [1.770, -5.519, -1.878], [0.774, -6.651, -0.958], [2.941, -5.978, 0.216], [1.479, -5.678, 1.158], [3.188, -3.694, 0.854], [-2.996, -1.652, -1.503], [-1.966, -1.031, -2.441], [-1.678, -1.961, -3.617], [-2.456, 0.319, -2.956], [-0.746, -0.842, -1.741], [-3.947, -1.810, -2.016], [-3.158, -1.003, -0.643], [-2.640, -2.616, -1.129], [-2.576, -2.125, -4.215], [-1.330, -2.935, -3.259], [-0.904, -1.531, -4.253], [-3.335, 0.195, -3.591], [-1.669, 0.799, -3.540], [-2.722, 0.960, -2.117]],
  "lowdin_charge": [0.925, 0.032, -0.636, -0.170, -0.098, -0.190, -0.095, -0.578, 0.092, -0.133, 0.095, 0.138, 0.140, 0.135, 0.133, 0.736, -0.753, 0.047, -0.151, -0.156, -0.160, 0.021, 0.086, 0.116, 0.132, 0.126, 0.120, 0.124, 0.125, 0.126, -0.022, -0.683, -0.031, -0.023, -0.312, 0.089, 0.080, 0.080, 0.088, 0.061, 0.091, 0.089, 0.095, 0.068]
}

4.
{
  "formula": "C12H22N4O5",
  "method": "ωB97M-V/def2-TZVPD",
  "smiles": "CNC(=O)[C@H](NC(=O)[C@@H](CCC(N)=O)NC(C)=O)[C@@H](C)O",
  "e_tot_ev": -29000.9055,
  "lumo_ev": 0.500,
  "e_homo_ha": -0.3415,
  "symbols": ["C", "N", "C", "O", "C", "N", "C", "O", "C", "C", "C", "C", "N", "O", "N", "C", "C", "O", "C", "C", "O", "H", "H", "H", "H", "H", "H", "H", "H", "H", "H", "H", "H", "H", "H", "H", "H", "H", "H", "H", "H", "H", "H"],
  "coordinates": [[-2.294, 4.242, -1.083], [-1.866, 2.957, -0.541], [-2.380, 2.268, 0.494], [-3.226, 2.729, 1.240], [-1.795, 0.884, 0.753], [-0.507, 0.608, 0.106], [0.678, 1.018, 0.614], [0.792, 1.781, 1.578], [1.925, 0.390, -0.112], [3.154, 0.200, 0.813], [2.980, -0.790, 2.003], [2.836, -2.301, 1.702], [2.392, -3.068, 2.671], [3.168, -2.817, 0.644], [1.701, -0.881, -0.833], [1.103, -0.964, -2.014], [1.020, -2.389, -2.609], [0.565, 0.004, -2.512], [-2.819, -0.251, 0.380], [-3.298, -0.227, -1.036], [-2.255, -1.548, 0.535], [-1.453, 4.928, -1.115], [-2.776, 4.066, -2.060], [-3.063, 4.634, -0.421], [-1.064, 2.477, -0.957], [-1.607, 0.843, 1.824], [-0.503, -0.024, -0.654], [2.245, 1.156, -0.837], [4.026, -0.113, 0.224], [3.431, 1.177, 1.205], [2.076, -0.523, 2.527], [3.872, -0.656, 2.617], [2.469, -4.067, 2.530], [2.119, -2.660, 3.511], [2.144, -1.709, -0.468], [2.011, -2.737, -2.892], [0.335, -2.462, -3.443], [0.742, -3.117, -1.870], [-3.648, -0.187, 1.060], [-4.039, -0.989, -1.237], [-2.481, -0.405, -1.704], [-3.764, 0.725, -1.312], [-2.947, -2.202, 0.680]],
  "lowdin_charge": [-0.046, 0.029, -0.478, 0.061, -0.134, 0.122, -0.400, 0.062, -0.166, -0.121, -0.074, -0.540, 0.189, 0.020, 0.110, -0.546, 0.021, 0.035, -0.361, -0.034, -0.038, 0.082, 0.088, 0.081, 0.136, 0.157, 0.088, 0.157, 0.125, 0.115, 0.108, 0.125, 0.132, 0.091, 0.089, 0.081, 0.077, 0.070, 0.141, 0.083, 0.074, 0.091, 0.097]
}

5.
{
  "formula": "C12H22O",
  "method": "ωB97M-V/def2-TZVPD",
  "smiles": "O=CC1CCCCCCCCCC1",
  "e_tot_ev": -14847.2632,
  "lumo_ev": 0.884,
  "e_homo_ha": -0.3579,
  "symbols": ["O", "C", "C", "C", "C", "C", "C", "C", "C", "C", "C", "C", "C", "H", "H", "H", "H", "H", "H", "H", "H", "H", "H", "H", "H", "H", "H", "H", "H", "H", "H", "H", "H", "H", "H"],
  "coordinates": [[-3.186, 1.477, -1.218], [-3.076, 1.112, -0.080], [-1.721, 1.109, 0.613], [-1.567, -0.170, 1.496], [-1.858, -1.502, 0.763], [-1.027, -1.890, -0.498], [0.357, -2.403, -0.043], [1.286, -1.247, 0.351], [1.928, -0.678, -0.962], [2.814, 0.563, -0.731], [2.038, 1.938, -0.631], [0.757, 1.955, 0.265], [-0.603, 1.440, -0.347], [-3.899, 0.881, 0.593], [-1.763, 1.939, 1.352], [-0.630, -0.080, 2.073], [-2.286, -0.212, 2.292], [-1.845, -2.244, 1.552], [-2.869, -1.386, 0.393], [-1.458, -2.721, -1.031], [-0.902, -1.067, -1.203], [0.950, -2.807, -0.913], [0.220, -3.178, 0.727], [2.147, -1.620, 1.007], [0.747, -0.478, 0.885], [1.222, -0.542, -1.805], [2.628, -1.509, -1.382], [3.436, 0.695, -1.688], [3.413, 0.422, 0.153], [2.809, 2.623, -0.213], [1.762, 2.339, -1.602], [0.983, 1.442, 1.152], [0.545, 2.993, 0.645], [-0.986, 2.189, -1.010], [-0.365, 0.614, -0.955]],
  "lowdin_charge": [0.072, -0.231, -0.272, -0.164, -0.168, -0.177, -0.210, -0.209, -0.227, -0.199, -0.182, -0.175, -0.160, 0.126, 0.157, 0.108, 0.098, 0.108, 0.094, 0.101, 0.091, 0.111, 0.110, 0.137, 0.046, 0.110, 0.129, 0.125, 0.094, 0.105, 0.099, 0.067, 0.120, 0.109, 0.059]
}

For reference, energy relative to the best compared isomer or geometry (same formula, charge and spin) by record: 0.00 1157.22 77.66 0.00 72.04 kJ/mol.